1.
C45H47N8O4Ru | ωB97M-V with the def2-TZVPD basis set

Output
- total energy (eV) = -70118.191
- multiplicity = 6
- HOMO-LUMO gap (spin up / spin down) (hartree) = 0.236 / 0.253
- E_LUMO (spin up / spin down) (eV) = -0.19 / -0.21
- energy relative to the best compared isomer or geometry (same formula, charge and spin) (eV) = 0.000
- <S²> = 8.80

XYZ file:
```
105
C45H47N8O4Ru, DFT ωB97M-V with the def2-TZVPD basis set
Ru 0.240 -0.432 -0.070
C 2.571 -2.460 -2.055
C 2.180 -1.701 -3.312
C 2.393 -0.211 -3.228
C 2.036 0.605 -4.300
C 2.269 1.962 -4.214
C 2.850 2.470 -3.059
C 3.172 1.580 -2.053
N 2.958 0.268 -2.129
N 1.525 -2.543 -1.016
C 2.136 -2.983 0.240
C 3.031 -1.926 0.820
C 4.274 -2.235 1.350
C 5.027 -1.226 1.926
C 4.514 0.060 1.940
C 3.264 0.281 1.384
N 2.530 -0.690 0.845
C 0.484 -3.506 -1.385
C -0.582 -2.937 -2.281
C -1.054 -3.618 -3.394
C -2.089 -3.057 -4.123
C -2.617 -1.844 -3.709
C -2.078 -1.238 -2.586
N -1.079 -1.772 -1.888
H 3.440 -1.967 -1.622
H 2.868 -3.485 -2.327
H 1.151 -1.912 -3.600
H 2.795 -2.071 -4.139
H 1.572 0.173 -5.178
H 2.001 2.618 -5.033
H 3.057 3.525 -2.946
H 3.650 1.923 -1.142
H 2.698 -3.920 0.108
H 1.330 -3.159 0.955
H 4.638 -3.253 1.306
H 6.000 -1.440 2.350
H 5.063 0.885 2.373
H 2.814 1.263 1.385
H -0.016 -3.823 -0.466
H 0.923 -4.403 -1.844
H -0.609 -4.562 -3.681
H -2.477 -3.558 -5.001
H -3.430 -1.369 -4.240
H -2.469 -0.298 -2.223
O -1.404 1.408 -0.245
C -1.071 1.641 -1.433
O -0.226 0.956 -2.067
C -1.733 2.795 -2.146
C -1.317 3.150 -3.424
C -1.903 4.223 -4.076
C -2.906 4.916 -3.423
C -3.346 4.581 -2.155
C -2.746 3.509 -1.516
N -3.531 6.067 -4.109
O -4.409 6.665 -3.522
O -3.137 6.342 -5.224
H -0.533 2.571 -3.890
H -1.599 4.526 -5.067
H -4.136 5.154 -1.693
H -3.045 3.213 -0.520
N -0.949 2.670 3.001
C -0.412 1.534 2.482
N 0.550 1.756 1.632
C 0.647 3.141 1.563
C 1.477 3.948 0.789
C 1.349 5.318 0.907
C 0.410 5.893 1.776
C -0.427 5.109 2.547
C -0.290 3.733 2.418
H -1.726 2.709 3.636
H -0.793 0.560 2.741
H 2.192 3.516 0.103
H 1.981 5.965 0.311
H 0.336 6.971 1.838
H -1.158 5.550 3.212
C -3.707 -0.795 0.644
C -3.516 -2.177 1.265
C -2.997 -3.212 0.267
C -2.656 -2.164 2.512
C -3.260 -2.522 3.706
C -2.555 -2.613 4.898
C -1.191 -2.376 4.885
C -0.528 -2.021 3.721
C 0.979 -1.885 3.758
C 1.622 -3.268 3.910
C 1.488 -0.952 4.857
C -1.254 -1.857 2.490
N -0.618 -1.412 1.378
H -4.361 -0.861 -0.231
H -2.762 -0.352 0.347
H -4.177 -0.117 1.360
H -4.505 -2.515 1.592
H -1.981 -2.962 -0.034
H -3.625 -3.242 -0.627
H -2.992 -4.207 0.717
H -4.322 -2.741 3.699
H -3.060 -2.886 5.816
H -0.623 -2.490 5.802
H 1.274 -1.466 2.800
H 1.338 -3.721 4.863
H 2.712 -3.198 3.882
H 1.297 -3.946 3.119
H 1.227 -1.320 5.853
H 1.079 0.053 4.755
H 2.577 -0.876 4.810
```

Results of the Löwdin charge analysis, in e, for atoms 1 through 99: Ru 1.3170; C -0.1745; C -0.1005; C -0.2899; C -0.0303; C -0.0789; C -0.0640; C -0.1457; N 0.1106; N -0.1816; C -0.1623; C -0.2923; C -0.0188; C -0.0527; C -0.0464; C -0.1297; N 0.0498; C -0.1377; C -0.3033; C -0.0208; C -0.0545; C -0.0401; C -0.1139; N 0.0742; H 0.1086; H 0.1241; H 0.1042; H 0.1271; H 0.1181; H 0.1081; H 0.1024; H 0.0938; H 0.1340; H 0.0960; H 0.1166; H 0.1096; H 0.1068; H 0.0784; H 0.1192; H 0.1289; H 0.1145; H 0.1086; H 0.1074; H 0.1050; O -0.0900; C -0.6453; O -0.0915; C -0.1119; C 0.0059; C 0.0103; C -0.1456; C 0.0114; C 0.0074; N -0.3554; O 0.0731; O 0.0709; H 0.1031; H 0.1168; H 0.1179; H 0.1196; N 0.1422; C -0.1689; N 0.0734; C -0.2351; C -0.0150; C -0.0927; C -0.0968; C -0.0211; C -0.1979; H 0.1580; H 0.1049; H 0.0900; H 0.0980; H 0.0991; H 0.1078; C -0.0647; C -0.3737; C -0.0633; C -0.1487; C -0.0539; C -0.0862; C -0.0586; C -0.1579; C -0.3914; C -0.0581; C -0.0600; C -0.2983; N -0.0733; H 0.0769; H 0.0254; H 0.0817; H 0.1202; H 0.0249; H 0.0795; H 0.0847; H 0.1065; H 0.0964; H 0.1054; H 0.0791

***

2.
C45H48ClF7NOP2 | ωB97M-V with the def2-TZVPD basis set

Output
- total energy (eV) = -101102.724
- multiplicity = 1
- net charge = -1
- HOMO-LUMO gap (hartree) = 0.203
- E_LUMO (eV) = 2.13

XYZ file:
```
105
C45H48ClF7NOP2, DFT ωB97M-V with the def2-TZVPD basis set
N 0.822 -1.021 -0.774
C 0.231 0.021 0.095
C 1.220 1.066 0.589
C 0.571 2.238 1.317
P -0.575 3.375 0.297
P 1.066 4.593 -0.852
O 1.721 3.370 -1.752
Cl 2.704 4.921 0.523
H 1.764 -1.216 -0.443
H 0.972 -0.593 -1.686
H -0.557 0.502 -0.488
H -0.245 -0.473 0.944
H 1.834 1.414 -0.251
H 1.918 0.553 1.269
H 1.333 2.844 1.810
H -0.069 1.830 2.113
H -0.547 4.375 1.376
H -1.421 4.279 -0.518
H -0.478 2.450 -0.906
H -1.771 2.697 0.792
H 1.165 2.581 -1.595
F 2.089 8.715 -1.174
C 3.362 9.089 -0.972
C 4.271 8.163 -0.496
C 5.580 8.581 -0.297
C 5.963 9.889 -0.567
C 5.026 10.794 -1.044
C 3.712 10.397 -1.251
H 3.965 7.146 -0.282
H 6.307 7.871 0.074
H 6.987 10.200 -0.406
H 5.314 11.816 -1.255
H 2.962 11.081 -1.623
F -4.041 -2.295 -3.846
C -2.789 -2.798 -3.953
C -1.845 -2.445 -3.010
C -0.566 -2.970 -3.127
C -0.255 -3.826 -4.176
C -1.226 -4.162 -5.111
C -2.511 -3.647 -5.005
H -2.100 -1.769 -2.204
H 0.174 -2.688 -2.388
H 0.746 -4.226 -4.268
H -0.988 -4.825 -5.933
H -3.283 -3.895 -5.719
F 2.588 4.019 4.083
C 3.890 3.906 4.375
C 4.244 3.321 5.577
C 5.590 3.211 5.895
C 6.557 3.685 5.021
C 6.172 4.269 3.822
C 4.831 4.383 3.481
H 3.469 2.962 6.241
H 5.881 2.751 6.832
H 7.606 3.599 5.273
H 6.923 4.638 3.135
H 4.521 4.825 2.543
F -0.802 -2.494 2.314
C -2.011 -2.338 2.887
C -3.029 -1.787 2.136
C -4.272 -1.630 2.731
C -4.479 -2.019 4.048
C -3.434 -2.567 4.780
C -2.184 -2.732 4.198
H -2.838 -1.480 1.117
H -5.082 -1.195 2.160
H -5.450 -1.889 4.506
H -3.584 -2.868 5.808
H -1.352 -3.157 4.746
F 1.224 -0.427 -3.418
C 0.553 0.388 -4.267
C 1.091 1.625 -4.554
C 0.399 2.456 -5.422
C -0.802 2.039 -5.982
C -1.315 0.786 -5.672
C -0.636 -0.058 -4.805
H 2.015 1.930 -4.081
H 0.796 3.437 -5.647
H -1.343 2.695 -6.651
H -2.255 0.464 -6.100
H -1.014 -1.038 -4.540
F -2.487 -4.680 7.463
C -1.191 -5.060 7.427
C -0.350 -4.644 8.438
C 0.980 -5.036 8.391
C 1.445 -5.825 7.348
C 0.575 -6.225 6.344
C -0.759 -5.844 6.377
H -0.735 -4.023 9.236
H 1.656 -4.718 9.174
H 2.485 -6.121 7.314
H 0.934 -6.832 5.523
H -1.456 -6.141 5.604
F -4.033 -5.686 -7.126
C -5.025 -6.288 -6.435
C -6.332 -6.056 -6.812
C -7.342 -6.676 -6.091
C -7.037 -7.502 -5.018
C -5.711 -7.711 -4.662
C -4.687 -7.102 -5.373
H -6.543 -5.402 -7.646
H -8.375 -6.507 -6.368
H -7.830 -7.978 -4.457
H -5.468 -8.346 -3.821
H -3.647 -7.240 -5.113
```

Results of the Löwdin charge analysis, in e, for atoms 1 through 99: N 0.0018; C -0.3073; C -0.2883; C -0.4280; P 0.1749; P 0.4126; O -0.5336; Cl 0.0582; H 0.0652; H 0.0229; H 0.0753; H 0.0822; H 0.0828; H 0.1028; H 0.0131; H 0.0595; H -0.0578; H -0.1085; H -0.0584; H -0.0631; H -0.0430; F 0.0584; C -0.2831; C -0.0092; C -0.0854; C -0.1127; C -0.1028; C -0.0259; H 0.0495; H 0.1016; H 0.0931; H 0.0967; H 0.1121; F 0.0500; C -0.2913; C -0.0359; C -0.0951; C -0.0874; C -0.0843; C -0.0226; H 0.1260; H 0.0800; H 0.1005; H 0.1013; H 0.0980; F 0.0631; C -0.2837; C -0.0215; C -0.1007; C -0.1127; C -0.0877; C -0.0142; H 0.1140; H 0.0974; H 0.0933; H 0.1011; H 0.0582; F 0.0559; C -0.2833; C -0.0080; C -0.0820; C -0.1018; C -0.0874; C -0.0162; H 0.1168; H 0.1043; H 0.0965; H 0.0920; H 0.1082; F 0.0254; C -0.2551; C -0.0136; C -0.0748; C -0.0985; C -0.0751; C -0.0001; H 0.1137; H 0.1069; H 0.0963; H 0.1027; H 0.0771; F 0.0481; C -0.2916; C -0.0173; C -0.0853; C -0.0972; C -0.0812; C -0.0223; H 0.1169; H 0.1034; H 0.0999; H 0.1053; H 0.1199; F 0.0436; C -0.2892; C -0.0165; C -0.0863; C -0.0989; C -0.0820

***

Q: Number 2 is which compound?
A: C45H48ClF7NOP2